Entry 1:
Density functional theory data (ωB97M-V with the def2-TZVPD basis set) for the molecule C4H8O3.

Electronic energy   -10420.220 eV
ΔE to the lowest compared entry with this formula, charge and spin   18.1 kcal per mole
Total charge   0
E_HOMO   -0.37816 hartree
SMILES   COC(=O)CCO
HOMO-LUMO gap   0.4089 hartree

Each line ends with the natural charge from an NBO analysis.
CARTESIAN COORDINATES (ANGSTROEM)
C (1.61081, -2.13978, -0.24356)  -0.2648
O (0.37139, -1.56210, 0.17555)  -0.4988
C (0.22360, -0.25568, -0.05554)  0.8062
O (1.02786, 0.39973, -0.68783)  -0.6307
C (-1.02298, 0.30936, 0.58298)  -0.5413
C (-1.40578, 1.62677, -0.08948)  -0.0578
O (-0.45797, 2.61593, 0.22879)  -0.7226
H (2.44712, -1.63301, 0.24520)  0.1947
H (1.55616, -3.18293, 0.07059)  0.1982
H (1.73872, -2.06317, -1.32689)  0.1969
H (-1.81689, -0.44376, 0.59942)  0.2358
H (-0.77013, 0.53817, 1.62682)  0.2473
H (-1.47566, 1.48653, -1.17941)  0.1659
H (-2.37810, 1.97833, 0.26775)  0.1845
H (0.35186, 2.32560, -0.21442)  0.4867

***

Entry 2:
Density functional theory data (ωB97M-V with the def2-TZVPD basis set) for a structure of composition ClH8O4Zn in a non-equilibrium geometry.

Electronic energy   -69246.502 eV
ΔE to the lowest compared entry with this formula, charge and spin   120.1 kcal per mole
Total charge   +1
E_HOMO   -0.50309 hartree
HOMO-LUMO gap   0.0935 hartree

Each line ends with the natural charge from an NBO analysis.
CARTESIAN COORDINATES (ANGSTROEM)
Zn (7.46374, 42.92769, 10.05703)  1.0677
Cl (9.31966, 44.06635, 13.09529)  -0.0716
O (11.86213, 45.86872, 16.96573)  -0.9257
H (12.64739, 46.39576, 16.81805)  0.4739
H (11.45342, 45.80003, 16.10290)  0.4528
O (5.04494, 46.33325, 15.59156)  -0.9249
H (5.93053, 45.97025, 15.60480)  0.4612
H (5.01493, 46.86383, 14.79543)  0.4636
O (13.70513, 42.39550, 14.00567)  -0.9245
H (12.76911, 42.57978, 14.08399)  0.4561
H (14.13336, 43.20144, 14.29431)  0.4715
O (11.47392, 48.71230, 12.37181)  -0.9274
H (11.00435, 47.88842, 12.50202)  0.4550
H (10.90824, 49.37591, 12.76660)  0.4723

***

Entry 3:
Density functional theory data (ωB97M-V with the def2-TZVPD basis set) for a structure of composition C4H11PS in a non-equilibrium geometry.

Electronic energy   -24445.740 eV
ΔE to the lowest compared entry with this formula, charge and spin   106.8 kcal per mole
Total charge   0
E_HOMO   -0.27472 hartree
HOMO-LUMO gap   0.2933 hartree

Each line ends with the natural charge from an NBO analysis.
CARTESIAN COORDINATES (ANGSTROEM)
C (-2.51004, 0.76630, 0.93109)  -0.7380
C (0.06365, 1.10903, -1.28559)  -0.9364
C (-0.26971, -1.77656, -0.23297)  -0.9334
C (1.20433, 0.35060, 1.15981)  -0.8421
P (-0.36897, 0.05963, 0.19649)  1.1347
S (2.79788, -0.05292, 0.37031)  -0.0269
H (-3.00177, 0.18788, 0.16046)  0.1233
H (-2.49413, 0.21655, 1.99513)  0.1483
H (-0.39810, 2.04648, -1.22416)  0.2568
H (1.16490, 1.24295, -1.06056)  0.2223
H (-0.09797, 0.80304, -2.27515)  0.2448
H (0.35519, -1.92612, -1.04518)  0.2229
H (-0.00315, -2.38389, 0.70649)  0.2520
H (-1.28856, -1.99645, -0.68059)  0.2453
H (1.23962, -0.19214, 2.04178)  0.2488
H (1.06571, 1.48839, 1.23608)  0.2468
H (2.54111, 0.05724, -0.99344)  0.1309

***

Entry 4:
Density functional theory data (ωB97M-V with the def2-TZVPD basis set) for a structure of composition C16H20ClN3PbSe2 in a non-equilibrium geometry.

Electronic energy   -169834.464 eV
Total charge   +2
E_HOMO   -0.54561 hartree
HOMO-LUMO gap   0.2387 hartree

Each line ends with the natural charge from an NBO analysis.
CARTESIAN COORDINATES (ANGSTROEM)
Pb (0.39221, 0.40481, 0.95511)  1.5289
Se (0.46448, -2.27547, 2.32811)  0.3638
Se (-0.55872, -1.48711, 4.25692)  0.2719
C (0.63547, 0.02482, 4.50965)  0.0489
C (1.05910, 0.30932, 5.79545)  -0.2374
C (1.85479, 1.43203, 5.97997)  -0.1012
C (2.21066, 2.19893, 4.88132)  -0.2203
C (1.75495, 1.81808, 3.63237)  0.0564
N (0.96944, 0.75000, 3.45396)  -0.5312
C (-1.05225, -2.43364, 1.15615)  0.0171
C (-1.73281, -3.62044, 0.97244)  -0.2198
C (-2.75311, -3.64430, 0.02690)  -0.0984
C (-3.04922, -2.48994, -0.68110)  -0.2113
C (-2.31309, -1.34324, -0.42874)  0.0646
N (-1.33192, -1.32204, 0.47125)  -0.5154
H (0.77885, -0.33001, 6.62076)  0.2580
H (2.20544, 1.68851, 6.97054)  0.2570
H (2.83972, 3.07137, 4.98416)  0.2585
H (2.03947, 2.37330, 2.74502)  0.2149
H (-1.47573, -4.50024, 1.54517)  0.2629
H (-3.30397, -4.55781, -0.15264)  0.2606
H (-3.83624, -2.47672, -1.42159)  0.2610
H (-2.50948, -0.41765, -0.95624)  0.2244
Cl (2.82793, 0.14100, 0.64042)  -0.3713
C (2.01326, 0.32494, -4.30981)  -0.5878
C (0.52042, 0.45048, -3.95653)  -0.1885
C (-0.05247, 1.79379, -4.44614)  -0.5871
C (-0.28157, -0.73337, -4.53126)  -0.5862
C (0.38418, 0.40821, -2.51336)  0.5984
N (0.27797, 0.37471, -1.36915)  -0.5663
H (2.11542, 0.35272, -5.39381)  0.2451
H (2.42814, -0.61612, -3.94971)  0.2284
H (2.59090, 1.14815, -3.89063)  0.2300
H (0.02069, 1.82801, -5.53217)  0.2470
H (0.51020, 2.63411, -4.04014)  0.2281
H (-1.10172, 1.90280, -4.17028)  0.2213
H (-0.18949, -0.72057, -5.61625)  0.2480
H (-1.33931, -0.65523, -4.27669)  0.2173
H (0.10426, -1.68527, -4.16594)  0.2251
C (-0.90865, 2.30165, 0.97150)  -0.7629
H (-0.44430, 2.95829, 0.24224)  0.2526
H (-0.87446, 2.67420, 1.98963)  0.2505
H (-1.88943, 1.94496, 0.67311)  0.2446